Arrangement a

The following is a DFT calculation (the ωB97M-V functional and the def2-TZVPD basis) of 2 unconnected molecules or ions with the total composition C3H10N2S.

Each line ends with the Mulliken charge.
Cartesian coordinates (Å):
1 H 1.40515 -1.11867 0.01658  0.250
2 H -3.17337 -1.35545 -0.39725  0.195
3 C 1.84318 -0.39036 -0.65117  -0.368
4 H 0.48048 0.85451 -2.26935  0.087
5 H 2.92309 1.19394 0.40221  0.294
6 C 1.92868 0.97257 -0.01472  -0.874
7 S 0.67815 -0.45152 -2.08470  -0.255
8 H 1.25349 1.04327 0.83389  0.199
9 N -1.24934 0.32706 1.47814  -0.630
10 H 1.70171 1.79801 -0.67933  0.289
11 C -2.04816 -0.57908 1.07749  0.096
12 N -2.67191 -0.52925 -0.12717  -0.390
13 H -2.60013 0.27835 -0.71665  0.214
14 H -0.87980 0.10311 2.39492  0.224
15 H 2.77924 -0.79517 -1.03685  0.356
16 H -2.37046 -1.35132 1.77398  0.312

Properties
HOMO level   -8.68 eV
Lowest unoccupied orbital energy   0.91 eV
Structure (SMILES)   [H]/N=C/N.CCS
Orbital gap   9.59 eV

---

Arrangement b

The following is a DFT calculation (the ωB97M-V functional and the def2-TZVPD basis) of 2 unconnected molecules or ions with the total composition C3H10N2S.

Each line ends with the Mulliken charge.
Cartesian coordinates (Å):
1 H -2.59301 -2.64936 3.88520  0.290
2 C 2.61425 0.89789 -3.66722  0.120
3 S -2.57950 -0.97309 1.85637  -0.065
4 N 1.87826 2.09739 -3.53727  -0.510
5 C -1.03251 -0.29796 2.34478  -0.732
6 H 2.38158 2.93448 -3.76734  0.269
7 N 3.88173 0.76389 -3.59138  -0.639
8 H -0.88431 0.03755 3.40443  0.252
9 H -3.97802 -1.86379 3.77107  0.367
10 H -2.72166 -0.80737 4.29366  0.226
11 H 4.10699 0.15756 -4.39418  0.245
12 H 1.02367 2.04497 -3.98869  0.245
13 H -0.33175 -1.18731 2.17861  0.233
14 H -0.80991 0.46857 1.64812  0.300
15 H 2.02678 0.01886 -3.98696  0.269
16 C -2.98259 -1.64227 3.55079  -0.871

Properties
HOMO level   -8.47 eV
Lowest unoccupied orbital energy   0.73 eV
Structure (SMILES)   [H]/N=C/N.CSC
Orbital gap   9.21 eV

---

Least stable = arrangement b